1.
{"formula": "C27H32GeIrN3O2", "method": "wB97M-V/def2-TZVPD", "species": ["Ir", "C", "C", "C", "C", "C", "C", "C", "C", "N", "C", "O", "C", "C", "C", "C", "C", "N", "C", "O", "N", "C", "C", "C", "C", "C", "C", "C", "C", "H", "H", "H", "H", "H", "H", "H", "H", "H", "H", "H", "H", "H", "H", "H", "H", "H", "H", "H", "H", "H", "C", "Ge", "C", "C", "C", "H", "H", "H", "H", "H", "H", "H", "H", "H", "H", "H"], "positions_angstrom": [[-0.078, 0.221, -0.580], [-3.177, -3.295, -1.278], [-2.867, -2.306, -2.366], [-3.227, -2.612, -3.676], [-2.868, -1.808, -4.745], [-2.078, -0.688, -4.532], [-1.712, -0.345, -3.245], [-0.788, 0.803, -2.982], [-2.165, -1.112, -2.161], [-1.760, -0.635, -0.884], [-2.528, -0.773, 0.285], [-3.715, -0.937, 0.342], [-1.656, -0.653, 1.514], [-1.955, -1.249, 2.738], [-0.914, -1.340, 3.694], [0.296, -0.774, 3.452], [0.544, 0.083, 2.257], [-0.522, -0.037, 1.296], [1.809, -0.332, 1.470], [2.819, -0.697, 1.997], [1.658, -0.121, 0.085], [2.729, -0.531, -0.777], [2.855, -1.880, -1.115], [1.933, -2.918, -0.539], [3.881, -2.236, -1.980], [4.756, -1.280, -2.472], [4.621, 0.050, -2.105], [3.602, 0.451, -1.251], [3.475, 1.885, -0.815], [-3.249, -4.294, -1.705], [-4.118, -3.062, -0.783], [-2.397, -3.317, -0.515], [-3.779, -3.525, -3.859], [-3.162, -2.081, -5.749], [-1.735, -0.093, -5.369], [-0.423, 1.275, -3.892], [0.197, 0.435, -2.534], [-1.240, 1.584, -2.357], [-2.927, -1.698, 2.885], [-1.076, -1.897, 4.607], [1.122, -0.877, 4.144], [2.133, -3.058, 0.527], [2.078, -3.877, -1.033], [0.881, -2.641, -0.646], [3.997, -3.274, -2.264], [5.553, -1.574, -3.143], [5.317, 0.789, -2.481], [4.171, 2.514, -1.366], [3.705, 1.986, 0.249], [2.468, 2.276, -0.970], [-0.752, 3.801, 0.990], [-0.655, 2.924, 2.734], [-0.048, 4.191, 4.081], [-2.377, 2.159, 3.248], [0.804, 1.557, 2.704], [-1.729, 4.255, 0.832], [-0.573, 3.099, 0.172], [0.004, 4.585, 0.929], [-0.711, 5.055, 4.106], [0.958, 4.543, 3.852], [-0.038, 3.738, 5.073], [-3.030, 2.964, 3.587], [-2.266, 1.453, 4.071], [-2.876, 1.661, 2.418], [1.187, 1.517, 3.726], [1.616, 1.976, 2.104]], "atomic_forces_ev_per_a": [[-0.5219, 0.3363, -0.1719], [-0.0094, 0.0688, 0.0214], [0.0092, 0.0370, 0.0194], [0.0259, 0.0314, -0.0054], [0.0005, -0.0151, 0.0071], [0.0063, -0.0034, -0.0224], [-0.0168, -0.0198, 0.0220], [0.0659, -0.1361, 0.3041], [0.0524, -0.0132, -0.0353], [-0.0432, -0.0084, 0.0973], [-0.1422, -0.0680, -0.0363], [0.0890, -0.0485, -0.0550], [-0.0258, 0.0028, 0.0964], [0.0416, 0.0083, 0.0178], [-0.0171, 0.0332, -0.0537], [-0.0457, 0.0377, -0.0015], [0.0772, -0.0504, 0.1487], [-0.1048, -0.1607, -0.1848], [0.0512, -0.0628, 0.1811], [-0.0138, 0.0251, -0.0655], [0.2333, 0.0025, -0.2818], [0.0357, 0.0163, 0.0064], [-0.0035, -0.0376, 0.0445], [-0.0020, 0.0098, 0.0161], [-0.0109, 0.0038, -0.0276], [-0.0095, 0.0023, 0.0018], [-0.0008, 0.0043, -0.0161], [-0.0337, 0.0237, -0.0117], [0.0180, -0.0231, -0.0061], [-0.0034, 0.0114, 0.0043], [-0.0206, 0.0142, 0.0340], [0.0077, 0.0052, 0.0082], [-0.0046, 0.0010, 0.0036], [-0.0062, 0.0004, -0.0001], [0.0063, -0.0007, 0.0016], [0.0225, 0.0210, 0.0205], [0.2835, -0.0826, -0.0314], [-0.0050, 0.0322, -0.0167], [-0.0036, 0.0049, -0.0042], [-0.0041, -0.0080, -0.0032], [0.0100, -0.0069, -0.0173], [-0.0121, -0.0026, -0.0093], [0.0114, -0.0061, 0.0053], [0.0060, 0.0029, -0.0231], [0.0023, -0.0023, 0.0036], [0.0022, -0.0015, 0.0040], [-0.0009, 0.0007, -0.0020], [0.0024, -0.0001, -0.0003], [-0.0167, 0.0049, 0.0020], [-0.0033, 0.0173, -0.0031], [0.0411, -0.0684, -0.0873], [-0.0064, -0.0735, 0.0146], [-0.0234, 0.0335, -0.0107], [0.0052, 0.0020, 0.0038], [0.0274, 0.0764, 0.0940], [-0.0151, 0.0227, 0.0456], [-0.0202, -0.0032, 0.0334], [0.0067, 0.0120, -0.0090], [0.0056, 0.0022, 0.0136], [0.0045, 0.0004, 0.0066], [-0.0023, -0.0073, -0.0066], [0.0150, 0.0187, -0.0007], [-0.0158, -0.0083, 0.0048], [-0.0141, -0.0195, -0.0152], [0.0553, -0.0212, -0.0256], [-0.0427, 0.0319, -0.0468]], "gap_ev": [6.631, 6.340], "s_squared": 0.79, "total_charge": 1, "e_lumo_ev": [-4.9, -5.2], "multiplicity": 2}


2.
{"formula": "C2H3OPS", "method": "wB97M-V/def2-TZVPD", "species": ["C", "C", "O", "P", "S", "H", "H", "H"], "positions_angstrom": [[1.371, -0.282, -0.753], [1.984, -0.694, 0.201], [-2.085, -1.291, -0.358], [-1.867, 1.554, -0.104], [-1.533, -0.312, 0.571], [0.845, 0.049, -1.600], [2.583, -1.062, 0.986], [-1.299, 2.037, 1.056]], "atomic_forces_ev_per_a": [[0.9582, -0.6402, 1.2718], [-0.6401, 0.5413, -1.3601], [-0.0621, -0.7334, -0.3487], [-0.2638, -1.0646, -0.2842], [-0.3241, 1.5674, -0.0630], [-0.2842, 0.1809, -0.3885], [0.1361, -0.1305, 0.4025], [0.4800, 0.2791, 0.7702]], "gap_ev": 8.057, "total_charge": 0, "e_lumo_ev": -1.3, "multiplicity": 1}


3.
{"formula": "C5H11N2", "method": "wB97M-V/def2-TZVPD", "species": ["C", "C", "C", "N", "N", "C", "C", "H", "H", "H", "H", "H", "H", "H", "H", "H", "H", "H"], "positions_angstrom": [[1.669, -0.063, 0.548], [0.207, -0.227, 0.271], [-0.400, 0.789, -0.666], [0.241, 1.662, -1.399], [-1.739, 0.887, -0.662], [-0.202, -1.732, 0.189], [-0.611, -0.928, 1.305], [2.059, 0.946, 0.677], [2.379, -0.400, -0.262], [1.888, -0.583, 1.457], [-0.265, 1.990, -2.245], [1.239, 1.813, -1.426], [-2.184, 0.579, 0.135], [-2.311, 1.531, -1.299], [0.609, -2.346, 0.379], [-0.854, -2.204, -0.656], [-1.607, -0.589, 1.496], [-0.119, -1.125, 2.157]], "atomic_forces_ev_per_a": [[1.6976, 0.4851, -1.1608], [0.7573, 0.7226, -1.5130], [-1.6893, -0.7357, 1.7681], [0.2401, 0.2849, -2.0451], [0.3124, 1.5554, -3.0731], [-2.2346, -0.2774, -3.3504], [-2.1099, 1.2407, -1.2607], [-0.6338, 0.4411, 0.4271], [-1.0393, -0.3439, 0.6268], [0.4276, -0.4007, 0.4146], [0.6011, 0.1731, 1.1131], [0.0161, -0.5962, 0.1393], [-1.3284, -1.0569, 1.5548], [1.5065, -1.2723, 1.4263], [1.5590, -1.0802, 0.2482], [0.8777, 1.4633, 1.7560], [-0.5995, -0.1772, -0.1154], [1.6395, -0.4254, 3.0442]], "gap_ev": 11.001, "smiles": "CC1(C(N)=[NH2+])CC1", "total_charge": 1, "e_lumo_ev": -3.6, "multiplicity": 1}


What did we get for energy relative to the best compared isomer or geometry (same formula, charge and spin)? Answer: 1.044; 3.144; 0.885 eV, in the order shown.